36
Properties=species:S:1:pos:R:3 method="wB97M-V/def2-TZVPD" orbital_gap_ev=10.00 lumo_ha=-0.02901 smiles=O.O.O.O.O.O.O.O.O.O.O.O
O -2.29329 -0.91713 -0.02039
H -2.06064 -1.19929 0.88750
H -3.25747 -0.95480 -0.04879
O 0.16845 0.40320 0.38101
H -0.26464 1.04124 -0.19931
H -0.34113 -0.41372 0.26759
O 3.39430 1.00820 -1.00788
H 3.97447 1.45620 -0.38260
H 2.85638 0.41216 -0.44972
O -1.34450 -2.05708 2.34050
H -1.99236 -2.45042 2.93828
H -0.48934 -2.34495 2.68220
O -1.47453 3.61673 -1.00437
H -2.15954 3.01373 -1.31027
H -0.64307 3.28593 -1.39867
O 2.30685 2.67856 1.33455
H 1.81806 2.22871 0.63761
H 2.10961 3.61260 1.20391
O -1.47747 -0.43850 -2.72522
H -1.47340 0.48289 -3.00088
H -1.77225 -0.41317 -1.79771
O 0.98802 2.58974 -1.88272
H 0.60285 2.16489 -2.65827
H 1.69184 1.98031 -1.59764
O 2.70454 -0.61081 1.09107
H 1.75907 -0.51183 1.27753
H 2.93608 -1.49127 1.40532
O 1.04971 -2.21207 -2.36265
H 0.10238 -2.15523 -2.21209
H 1.37301 -2.81175 -1.68216
O -1.37249 0.96696 3.57117
H -0.86031 0.48400 2.91127
H -1.91349 0.29832 4.00168
O -1.26780 -3.79484 -0.57059
H -1.56380 -2.90434 -0.80055
H -1.81411 -4.04318 0.18129

36
Properties=species:S:1:pos:R:3 method="wB97M-V/def2-TZVPD" orbital_gap_ev=10.55 lumo_ha=-0.00403 smiles=O.O.O.O.O.O.O.O.O.O.O.O
O -1.43607 -3.46814 -1.22595
H -1.76822 -3.46048 -2.16120
H -0.83865 -2.72502 -1.15139
O 2.59435 -0.25333 -1.27181
H 1.64652 -0.27605 -1.36502
H 2.69130 -1.17535 -1.10336
O -0.23297 2.66211 -1.55820
H -0.53572 3.37523 -0.92645
H -0.53344 2.89118 -2.48992
O -3.08200 -1.01378 -1.01684
H -3.36112 -1.73528 -1.54673
H -2.34522 -1.26325 -0.44443
O 2.79276 0.09961 1.82115
H 2.28972 -0.15587 1.06539
H 2.50766 1.04628 1.85865
O 0.09968 0.61880 0.43757
H -0.28754 -0.24730 0.36943
H -0.01499 1.11322 -0.37012
O 1.92773 1.96711 -3.32325
H 1.46401 2.10695 -2.50541
H 2.72326 2.49364 -3.31803
O 0.82421 -1.57081 2.88451
H 0.97323 -1.56622 3.85613
H 1.30144 -0.87327 2.40676
O 0.04774 1.59473 3.62562
H 0.69975 1.78035 2.93997
H -0.20572 2.47903 3.98812
O -1.29820 -1.78498 0.92869
H -1.26399 -1.29475 1.77989
H -1.94243 -2.46264 1.09064
O 0.19701 -1.31974 -1.65373
H 0.81530 -1.87274 -2.13493
H -0.34033 -0.86869 -2.27312
O -2.37780 1.57496 0.87832
H -2.21531 2.47064 1.17817
H -1.51596 1.11383 0.73088

36
Properties=species:S:1:pos:R:3 method="wB97M-V/def2-TZVPD" orbital_gap_ev=9.65 lumo_ha=-0.00575 smiles=O.O.O.O.O.O.O.O.O.O.O.O
O 0.01416 -0.11135 0.11567
H 0.42129 -0.02262 0.94661
H -0.58530 0.65190 0.01500
O 2.09105 0.72346 2.26267
H 3.02083 0.68193 2.48276
H 1.85720 -0.14838 1.99288
O 3.22531 -1.26786 -0.97262
H 3.50099 -2.13071 -1.05978
H 3.89249 -0.71846 -0.50598
O 2.68785 -3.29970 0.39576
H 1.66262 -3.22777 0.34480
H 2.94577 -4.11722 0.79767
O -1.29130 -4.47600 -1.02248
H -1.08680 -4.48421 -0.03491
H -0.67128 -3.90166 -1.35670
O 1.41318 3.20174 -0.40138
H 0.68685 2.79852 -0.91311
H 1.95045 3.58006 -0.99034
O -3.12684 3.57492 2.22521
H -2.61877 2.72747 2.02275
H -3.36907 3.69040 3.13502
O -3.39961 -2.74927 1.00880
H -2.93605 -2.02500 0.76722
H -4.28723 -2.43508 1.07565
O -0.35460 2.09735 -3.06432
H -0.81144 2.42449 -3.77222
H -0.59651 2.66101 -2.32549
O -2.80928 4.12827 -1.32312
H -2.40676 4.63332 -0.57933
H -2.52552 4.64782 -2.07840
O 1.53954 0.65877 -1.88140
H 0.67161 0.65262 -2.09403
H 1.83955 1.56611 -1.83791
O 0.22503 -3.50682 2.27014
H -0.62151 -3.81278 1.79737
H -0.14792 -2.66528 2.55751

36
Properties=species:S:1:pos:R:3 method="wB97M-V/def2-TZVPD" orbital_gap_ev=9.63 lumo_ha=-0.01189 smiles=O.O.O.O.O.O.O.O.O.O.O.O
O 3.49367 -2.86994 -0.95711
H 4.28867 -2.36094 -1.03811
H 2.85467 -2.32394 -0.44111
O -1.71433 2.91306 0.10189
H -1.59333 3.82906 0.28689
H -1.81533 2.83206 -0.84311
O 0.42467 -2.00094 -1.49611
H -0.27033 -1.74394 -2.08211
H 1.19767 -1.96194 -1.99111
O -0.81933 -0.60494 -3.58511
H -1.29933 -1.35694 -3.88611
H -1.28933 -0.25594 -2.80411
O 1.41367 0.93406 -2.44411
H 0.87867 0.17906 -2.76611
H 1.12767 1.10106 -1.54011
O 1.77467 -1.99894 1.18889
H 1.76967 -2.91794 1.35389
H 2.71567 -1.89994 1.25389
O -3.65033 1.70806 1.24989
H -3.40433 2.35806 1.93989
H -2.90633 1.74106 0.61589
O 2.50467 1.58606 0.88089
H 1.58967 1.24706 0.86489
H 2.78267 1.60806 1.79389
O 1.23367 -0.27594 3.20789
H 0.41067 0.15506 3.10189
H 1.42467 -0.87694 2.42789
O -2.48933 -0.43194 -1.17011
H -3.01933 -0.49994 -0.37011
H -3.02333 -0.04794 -1.89911
O -1.49533 0.33206 3.04889
H -1.57633 1.05406 2.38589
H -1.62833 0.93406 3.79989
O 0.27167 0.22606 0.10689
H 0.49667 -0.55294 -0.44311
H -0.65933 0.24406 0.14689

41
Properties=species:S:1:pos:R:3 method="wB97M-V/def2-TZVPD" orbital_gap_ev=9.25 lumo_ha=0.19290 total_charge=-2
S -46.20387 -10.90734 17.42922
O -46.84431 -10.47171 18.63828
O -44.79768 -10.93087 17.72934
O -46.61687 -12.24416 17.20520
O -46.32948 -10.04822 16.28306
O -43.25767 -11.84850 15.89905
H -43.34262 -11.49945 14.98783
H -43.73980 -11.36024 16.49440
O -49.13045 -12.85734 16.98636
H -48.13068 -12.52880 16.92090
H -49.33650 -12.18132 17.70322
O -49.42070 -10.27990 18.45342
H -49.65900 -9.37556 18.34543
H -48.59139 -10.51444 18.75110
O -43.69298 -12.67133 19.35315
H -44.12695 -11.95880 18.74852
H -43.56174 -13.61009 18.92807
O -46.97552 -7.49321 15.75599
H -46.66567 -8.46156 15.93514
H -47.31451 -7.64605 14.86095
O -46.51783 -14.17765 18.88773
H -46.40963 -13.63536 17.99328
H -46.95685 -13.55149 19.49429
O -47.84129 -12.22160 20.57114
H -46.95705 -12.48423 21.01424
H -47.62725 -11.52960 19.85651
O -43.00061 -8.94259 17.63702
H -42.11405 -9.24299 17.81185
H -43.62070 -9.65256 17.99208
O -46.69275 -10.92706 13.91097
H -47.43611 -11.51628 14.12821
H -46.54888 -10.41410 14.76301
O -45.64076 -9.25832 20.69212
H -46.14820 -9.77173 20.00966
H -45.59014 -9.97904 21.20567
O -44.97782 -13.94881 15.67631
H -45.38853 -13.47142 16.21316
H -44.14979 -13.15079 15.66548
O -44.25755 -9.18708 14.89331
H -45.08043 -9.33696 15.33841
H -43.93523 -9.20966 15.89691

37
Properties=species:S:1:pos:R:3 method="wB97M-V/def2-TZVPD" orbital_gap_ev=10.80 lumo_ha=-0.11035 total_charge=+1
O 0.49196 -1.71693 3.04418
H 3.40654 -0.68622 0.27247
H -0.35360 4.61514 -0.31479
O -3.29110 -0.96124 -1.74867
H -3.53331 -1.85798 -1.60323
H -3.91782 -0.45746 -2.47312
O -1.95393 2.24421 1.43485
H -1.06170 -2.94539 1.22191
O -2.28997 0.96289 -3.29487
H -2.32654 2.32095 2.31656
H -2.36124 0.03613 -3.32879
O -1.52440 -0.68997 0.56297
H -2.13515 -0.70418 -0.18996
H -2.02569 0.11091 1.01057
O 0.91429 -0.36558 0.75093
H 1.13007 2.69977 0.03586
H 1.21429 0.88427 0.36544
O 0.02085 4.00594 0.38341
H 0.43760 4.77714 0.83141
H -0.46916 -2.07906 3.20661
O 2.74467 -1.72998 -0.63651
H 1.16352 -2.07534 3.64564
H 2.08514 -1.37852 0.02424
O -1.52869 -2.75544 1.92240
H -1.51815 2.93088 1.01829
H -2.06595 -3.37016 2.26460
O 3.74841 0.16765 0.67826
H 4.64249 -0.02654 0.71981
H -0.03510 -0.47026 0.55828
O 1.25541 1.75597 -0.35720
H -1.76976 1.32788 -2.61446
H 0.96022 -0.41172 1.71664
O 1.38987 -1.30798 -3.04345
H 2.49512 -1.62836 -1.55549
H 2.04726 -0.55163 -2.96022
H 2.17222 1.37839 -0.63021
H 1.84134 -2.04819 -3.23439

38
Properties=species:S:1:pos:R:3 method="wB97M-V/def2-TZVPD" orbital_gap_ev=9.06 lumo_ha=0.10335 total_charge=-1
O -2.19107 1.00957 1.36422
H -0.52553 -0.28244 -0.96779
H 1.37533 -2.62198 -1.00151
O -1.50654 -1.72508 3.01019
H -1.51449 -1.31821 3.90002
H -1.43514 -1.59915 -0.53769
O 0.98487 -3.30700 -0.43393
H 0.49358 -3.87865 -1.03042
O 3.21079 0.81810 -2.60542
H 3.83753 1.15416 -1.99282
H 2.31498 0.89249 -2.12483
O 0.89360 -2.58028 2.12109
H -1.73023 0.28077 0.86322
H 0.52885 -2.76614 1.23674
O -0.73811 3.30853 2.16489
H -1.49743 2.72332 2.38279
H -0.43779 2.80926 1.38677
O 2.93462 1.37166 0.72086
H 0.22144 0.60768 -2.75900
H -2.52983 3.03150 -0.51485
O -1.37586 -0.66875 -0.60894
H 1.68563 -2.11147 2.04009
H 2.41825 1.55999 -0.10881
O -1.85231 3.43317 -1.07621
H -0.60078 -1.82829 2.68308
H 1.61713 2.59535 -1.90871
O -0.04772 -1.81586 -2.37671
H -0.52485 -1.51615 -3.12474
H 0.44127 -0.73861 -1.96854
O -2.56394 -3.03582 0.60508
H -2.66873 -2.71277 1.53460
H -1.14459 2.67724 -0.88024
O 1.50580 2.83305 -0.95971
H 0.74157 2.08365 -0.91692
H -1.74466 -3.53465 0.48734
O 0.68312 0.47628 -1.89923
H 3.40714 2.25820 0.69440
H -2.28863 0.78343 2.26434

38
Properties=species:S:1:pos:R:3 method="wB97M-V/def2-TZVPD" orbital_gap_ev=9.24 lumo_ha=0.08595 total_charge=-1
O -1.75875 2.97788 -2.47790
H -1.82650 2.02762 -2.28348
H -2.28646 0.60262 0.90133
O -2.62437 -1.13767 1.25526
H -2.39859 -1.20837 0.29732
H -1.77808 -1.30119 1.64476
O 0.27426 -0.08932 0.83398
H 0.79641 -0.86407 1.07038
O 0.32799 -3.28326 1.90269
H 0.58265 -3.21182 0.99219
H 1.09438 -2.94036 2.35333
O -2.48341 1.54035 1.14565
H -1.86536 -0.79711 -1.57397
H -3.29596 1.71922 0.70219
O 0.17405 -0.13662 -3.19261
H 0.13487 -0.82363 -2.52727
H 0.86124 -0.43452 -3.80914
O 0.27643 1.39684 3.83871
H 0.01237 1.85431 3.02888
H -0.23985 -0.42507 0.01261
O 1.36644 1.16606 -1.43166
H 0.60372 0.97409 -2.02091
H 1.45703 0.54515 -0.68808
O -1.10075 -1.05577 -1.06321
H -1.22636 3.28924 -1.72505
H 1.07656 0.88252 3.71838
O -0.34568 2.77028 -0.07438
H -1.02993 2.24617 0.44128
H -0.09233 2.13866 -0.73107
O -1.22695 -3.61612 -1.80265
H -1.19250 -2.70138 -1.40051
H -1.84726 -4.20472 -1.35936
O 3.95638 -1.45710 0.84561
H 4.06130 -0.58207 1.15899
H 3.59139 -2.19263 1.31960
O 3.35575 1.54217 0.30607
H 3.23996 0.76339 -0.28008
H 2.65560 2.07940 -0.05815